{
  "formula": "C24H16CuN4PSSe2",
  "method": "ωB97M-V/def2-TZVPD",
  "elements": ["Cu", "Se", "P", "Se", "C", "C", "C", "C", "C", "C", "C", "C", "C", "C", "C", "C", "H", "H", "H", "H", "H", "H", "H", "H", "H", "H", "S", "N", "C", "C", "C", "C", "C", "N", "C", "C", "N", "C", "C", "C", "C", "C", "N", "H", "H", "H", "H", "H", "H"],
  "positions_angstrom": [[-0.627, -0.695, -1.319], [1.681, -1.201, -1.583], [1.604, -1.335, 0.589], [-0.512, -1.376, 1.075], [2.475, -2.777, 1.200], [3.350, -3.490, 0.389], [4.057, -4.563, 0.917], [3.886, -4.920, 2.245], [3.002, -4.215, 3.054], [2.295, -3.145, 2.533], [2.401, 0.095, 1.334], [2.044, 0.472, 2.630], [2.698, 1.523, 3.250], [3.706, 2.206, 2.579], [4.061, 1.837, 1.290], [3.411, 0.780, 0.665], [3.478, -3.219, -0.651], [4.737, -5.119, 0.286], [4.442, -5.754, 2.656], [2.861, -4.502, 4.088], [1.597, -2.608, 3.165], [1.243, -0.039, 3.150], [2.420, 1.812, 4.255], [4.214, 3.029, 3.065], [4.848, 2.365, 0.769], [3.691, 0.489, -0.339], [-6.237, 4.080, -2.046], [-6.250, 2.477, -1.882], [-4.981, 2.101, -1.843], [-4.514, 0.730, -1.651], [-5.360, -0.365, -1.467], [-4.813, -1.614, -1.282], [-3.428, -1.746, -1.265], [-2.615, -0.710, -1.441], [-3.146, 0.516, -1.643], [-2.191, 1.622, -1.856], [-0.885, 1.288, -1.878], [0.021, 2.243, -2.030], [-0.335, 3.582, -2.196], [-1.666, 3.924, -2.204], [-2.626, 2.925, -2.025], [-4.068, 3.163, -2.015], [-4.652, 4.341, -2.183], [-6.433, -0.216, -1.472], [-5.433, -2.487, -1.136], [-2.957, -2.705, -1.089], [1.057, 1.926, -2.023], [0.437, 4.328, -2.321], [-1.986, 4.949, -2.344]],
  "forces_ev_per_a": [[0.194, -0.050, 0.514], [-0.065, 0.063, -0.141], [0.011, 0.015, -0.100], [-0.049, -0.064, -0.251], [0.065, -0.205, 0.082], [0.043, -0.044, 0.031], [-0.035, 0.057, -0.008], [0.004, -0.002, 0.021], [0.017, 0.007, -0.054], [-0.009, -0.018, 0.041], [0.028, 0.203, 0.187], [-0.015, 0.028, -0.021], [0.036, 0.016, -0.044], [-0.011, -0.007, 0.029], [-0.034, -0.065, -0.022], [0.038, -0.023, 0.039], [-0.005, 0.009, -0.010], [-0.003, 0.005, 0.010], [-0.021, 0.003, -0.014], [0.003, 0.006, -0.020], [0.004, 0.014, -0.019], [0.001, -0.015, -0.021], [0.001, 0.001, -0.018], [-0.004, -0.010, -0.008], [-0.010, 0.001, 0.005], [-0.002, 0.015, -0.011], [-0.115, 0.036, -0.462], [0.190, 0.167, 0.380], [-0.086, -0.529, -0.073], [-0.299, 0.318, -0.063], [-0.135, 0.008, -0.006], [0.023, -0.051, 0.014], [0.081, 0.071, 0.049], [-0.282, 0.142, -0.076], [0.554, 0.007, -0.083], [-0.006, -0.569, 0.046], [-0.144, 0.145, -0.027], [-0.049, -0.055, -0.045], [0.080, -0.040, 0.003], [-0.050, 0.133, -0.004], [-0.364, 0.255, -0.088], [0.471, 0.154, -0.174], [-0.060, -0.137, 0.423], [0.024, 0.010, -0.002], [0.001, 0.021, -0.009], [0.010, 0.014, -0.012], [-0.021, -0.005, 0.003], [-0.014, -0.009, -0.006], [0.007, -0.030, 0.013]],
  "largest_force_ev_per_a": 0.570,
  "charge": 1,
  "s2": 0.76,
  "homo_ev": [-11.3, -11.3],
  "spin_multiplicity": 2,
  "lumo_energy_ev": [-3.574, -4.683]
}



{
  "formula": "C24H16F5NPSV",
  "method": "ωB97M-V/def2-TZVPD",
  "elements": ["V", "F", "C", "C", "F", "C", "F", "C", "S", "C", "F", "C", "F", "N", "C", "C", "C", "C", "C", "C", "P", "C", "C", "C", "C", "C", "C", "C", "C", "C", "C", "C", "C", "H", "H", "H", "H", "H", "H", "H", "H", "H", "H", "H", "H", "H", "H", "H", "H"],
  "positions_angstrom": [[0.434, -0.464, -0.457], [0.500, 5.360, -3.433], [0.941, 4.268, -2.831], [0.096, 3.531, -2.018], [-1.162, 3.910, -1.822], [0.591, 2.396, -1.413], [-0.246, 1.659, -0.602], [1.888, 1.934, -1.574], [2.456, 0.468, -0.806], [2.713, 2.700, -2.396], [3.969, 2.318, -2.592], [2.251, 3.847, -3.018], [3.054, 4.552, -3.800], [-0.155, -0.439, 1.573], [-0.817, -1.622, 2.111], [-0.874, -1.848, 3.477], [-1.507, -2.983, 3.962], [-2.084, -3.891, 3.087], [-2.030, -3.665, 1.720], [-1.389, -2.535, 1.223], [-1.275, -2.122, -0.550], [-2.361, -3.303, -1.387], [-1.917, -4.527, -1.878], [-2.829, -5.394, -2.460], [-4.169, -5.046, -2.548], [-4.611, -3.824, -2.061], [-3.707, -2.946, -1.486], [0.436, -2.657, -0.975], [1.336, -3.263, -0.093], [2.604, -3.619, -0.535], [2.982, -3.383, -1.849], [2.110, -2.752, -2.728], [0.854, -2.370, -2.290], [-0.767, 0.368, 1.690], [0.674, -0.239, 2.127], [-0.430, -1.140, 4.168], [-1.556, -3.150, 5.029], [-2.574, -4.776, 3.469], [-2.481, -4.370, 1.032], [-0.873, -4.802, -1.806], [-2.493, -6.348, -2.844], [-4.873, -5.728, -3.005], [-5.656, -3.553, -2.137], [-4.036, -1.983, -1.114], [1.039, -3.474, 0.926], [3.297, -4.090, 0.149], [3.964, -3.681, -2.190], [2.418, -2.538, -3.742], [0.155, -1.898, -2.976]],
  "forces_ev_per_a": [[-0.439, 1.044, -0.295], [-0.039, 0.070, -0.026], [0.075, -0.108, 0.018], [-0.080, -0.015, 0.110], [-0.037, 0.022, -0.008], [0.482, 0.138, -0.167], [-0.179, -0.168, -0.010], [-0.217, 0.349, -0.110], [1.298, 0.127, -0.036], [-0.204, -0.099, 0.155], [0.086, 0.049, -0.082], [-0.057, 0.004, 0.038], [0.049, 0.033, -0.039], [-0.134, 0.000, 0.383], [-0.190, -0.301, 0.120], [0.089, 0.090, -0.026], [-0.026, -0.024, 0.025], [0.003, -0.012, 0.009], [0.026, -0.005, -0.023], [0.016, 0.231, -0.093], [-0.273, -1.100, 0.172], [-0.085, 0.338, -0.027], [-0.018, 0.031, 0.046], [0.015, -0.065, -0.027], [-0.033, -0.012, -0.015], [-0.020, 0.020, 0.007], [0.088, -0.023, -0.015], [-0.134, -0.645, -0.180], [-0.025, 0.098, 0.001], [0.090, 0.008, 0.001], [-0.023, 0.010, 0.024], [0.016, 0.082, -0.005], [-0.124, -0.254, 0.024], [-0.020, 0.039, 0.072], [0.050, 0.053, 0.052], [0.001, 0.012, -0.027], [0.015, -0.011, -0.010], [-0.011, 0.014, -0.005], [-0.011, 0.004, 0.007], [0.000, -0.011, 0.001], [0.011, 0.014, 0.001], [0.013, -0.001, 0.007], [0.009, 0.003, 0.000], [-0.061, -0.018, -0.021], [-0.021, -0.019, 0.003], [-0.011, -0.003, -0.001], [0.008, 0.017, 0.019], [-0.016, -0.023, -0.002], [0.047, 0.017, -0.046]],
  "largest_force_ev_per_a": 1.304,
  "charge": 1,
  "s2": 3.76,
  "homo_ev": [-10.6, -11.1],
  "spin_multiplicity": 4,
  "lumo_energy_ev": [-3.220, -3.308]
}



{
  "formula": "C24H17AsN5O3ReS5",
  "method": "ωB97M-V/def2-TZVPD",
  "elements": ["Re", "C", "C", "C", "C", "C", "C", "N", "C", "C", "C", "C", "C", "C", "N", "N", "C", "C", "C", "C", "C", "N", "H", "H", "H", "H", "H", "H", "H", "H", "H", "H", "H", "H", "H", "S", "As", "S", "S", "S", "O", "C", "N", "S", "O", "O", "C", "C", "C", "C", "C", "C", "H", "H", "H", "H"],
  "positions_angstrom": [[0.512, -1.092, 0.011], [-0.952, 3.453, -2.733], [-0.357, 2.380, -3.380], [0.404, 1.469, -2.658], [0.565, 1.633, -1.295], [-0.010, 2.717, -0.644], [-0.773, 3.626, -1.364], [1.306, 0.640, -0.551], [2.537, 0.938, -0.020], [3.202, 2.172, -0.078], [4.434, 2.277, 0.522], [5.063, 1.181, 1.160], [4.456, -0.042, 1.169], [3.185, -0.138, 0.581], [2.463, -1.299, 0.387], [3.096, -2.423, 0.300], [2.303, -3.331, -0.352], [2.731, -4.621, -0.638], [1.946, -5.407, -1.449], [0.734, -4.917, -1.954], [0.342, -3.654, -1.619], [1.114, -2.863, -0.816], [-1.541, 4.165, -3.295], [-0.477, 2.255, -4.449], [0.888, 0.634, -3.153], [0.143, 2.847, 0.422], [-1.220, 4.474, -0.860], [2.748, 3.015, -0.580], [4.943, 3.233, 0.505], [6.029, 1.311, 1.628], [4.916, -0.913, 1.618], [3.676, -4.960, -0.234], [2.275, -6.405, -1.709], [0.108, -5.517, -2.598], [-0.588, -3.223, -1.967], [-2.093, -4.403, 3.005], [-1.996, -2.456, 3.087], [0.640, -0.205, 3.560], [0.480, -1.839, 2.345], [-0.148, -0.659, 5.178], [-1.170, 1.275, 2.893], [-1.681, 0.960, 1.819], [-1.035, 0.258, 0.855], [-2.150, -0.497, -0.048], [-2.389, -1.809, 0.564], [-1.527, -0.638, -1.360], [-3.485, 0.553, 0.280], [-4.707, 0.702, -0.334], [-5.571, 1.632, 0.241], [-5.209, 2.346, 1.377], [-3.962, 2.169, 1.984], [-3.094, 1.266, 1.415], [-4.989, 0.135, -1.213], [-6.541, 1.799, -0.211], [-5.904, 3.064, 1.794], [-3.671, 2.732, 2.862]],
  "forces_ev_per_a": [[1.238, 0.241, 0.052], [0.013, -0.001, -0.007], [0.022, -0.007, 0.032], [0.030, -0.080, -0.245], [0.100, -0.299, 0.427], [-0.115, 0.143, 0.141], [0.060, -0.029, 0.029], [-0.104, 0.116, -0.104], [-0.274, 0.401, -0.274], [0.043, 0.052, 0.007], [0.123, -0.011, 0.057], [-0.002, 0.274, -0.077], [-0.086, -0.171, -0.070], [0.108, -0.348, 0.447], [-0.027, 0.013, -0.173], [-0.394, -0.207, -0.132], [0.257, 0.167, 0.261], [0.083, -0.231, -0.015], [0.068, -0.085, 0.010], [0.029, -0.113, -0.005], [0.156, 0.283, 0.217], [-0.404, -0.005, -0.227], [0.014, -0.023, 0.016], [0.007, -0.004, 0.032], [-0.048, 0.024, -0.001], [-0.011, 0.003, -0.051], [0.030, -0.026, -0.020], [0.024, -0.011, 0.037], [-0.006, -0.043, -0.002], [-0.020, 0.028, -0.033], [-0.036, 0.017, -0.050], [-0.034, 0.017, -0.057], [-0.028, 0.009, 0.017], [0.025, -0.007, -0.003], [0.009, 0.066, 0.018], [-0.021, -0.224, 0.016], [-0.108, 0.231, -0.092], [-0.043, 0.207, -0.403], [-0.123, -0.045, -0.459], [0.019, -0.104, 0.445], [0.017, 0.046, -0.140], [0.289, 0.139, 0.296], [-0.800, -0.213, -0.191], [0.112, -0.499, 0.142], [-0.166, -0.094, 0.021], [0.034, 0.044, 0.292], [-0.099, 0.296, -0.273], [-0.030, -0.061, 0.065], [-0.068, 0.030, 0.016], [0.052, -0.004, 0.016], [-0.147, 0.062, 0.083], [0.163, 0.018, -0.122], [0.038, 0.034, 0.036], [0.040, 0.009, 0.037], [0.020, -0.023, -0.002], [-0.028, -0.002, -0.039]],
  "e_above_lowest_kcal_mol": 78.5,
  "largest_force_ev_per_a": 1.263,
  "charge": 2,
  "homo_ev": [-13.1, -13.1],
  "lumo_energy_ev": [-8.836, -8.836]
}



{
  "formula": "C24H17AuN2O3",
  "method": "ωB97M-V/def2-TZVPD",
  "elements": ["Au", "O", "C", "C", "C", "C", "C", "C", "C", "O", "N", "N", "C", "C", "C", "C", "C", "C", "C", "O", "H", "H", "H", "H", "H", "H", "H", "H", "H", "H", "C", "C", "C", "C", "C", "C", "C", "C", "C", "C", "H", "H", "H", "H", "H", "H", "H"],
  "positions_angstrom": [[0.301, -1.912, 1.048], [-1.657, 4.975, -0.506], [-2.129, 4.316, -1.490], [-2.533, 4.994, -2.689], [-3.057, 4.338, -3.775], [-3.220, 2.947, -3.768], [-2.834, 2.255, -2.635], [-2.300, 2.883, -1.511], [-1.934, 1.983, -0.374], [-2.073, 0.760, -0.430], [-1.454, 2.645, 0.715], [-1.047, 2.173, 1.929], [-1.083, 0.926, 2.220], [-0.685, 0.491, 3.570], [-0.565, 1.411, 4.610], [-0.266, 1.030, 5.908], [-0.100, -0.326, 6.185], [-0.211, -1.263, 5.177], [-0.483, -0.894, 3.837], [-0.574, -1.829, 2.932], [-1.381, 3.664, 0.587], [-2.404, 6.071, -2.696], [-3.346, 4.910, -4.654], [-3.632, 2.427, -4.625], [-2.933, 1.176, -2.583], [-1.421, 0.175, 1.518], [-0.726, 2.455, 4.367], [-0.181, 1.772, 6.693], [0.119, -0.652, 7.197], [-0.077, -2.320, 5.375], [4.303, -4.727, -1.746], [3.809, -4.641, -0.426], [2.796, -3.773, -0.127], [2.208, -2.933, -1.110], [1.144, -2.026, -0.778], [0.673, -1.233, -1.807], [1.179, -1.310, -3.122], [2.175, -2.189, -3.441], [2.719, -3.022, -2.435], [3.768, -3.934, -2.721], [5.106, -5.417, -1.981], [4.236, -5.265, 0.352], [2.407, -3.697, 0.882], [-0.109, -0.510, -1.599], [0.766, -0.658, -3.884], [2.566, -2.256, -4.452], [4.142, -3.987, -3.739]],
  "forces_ev_per_a": [[0.167, 0.118, -0.008], [-0.014, -0.029, 0.001], [0.036, 0.005, 0.025], [-0.028, 0.001, -0.019], [0.013, 0.005, 0.020], [-0.007, -0.006, -0.018], [0.019, -0.005, 0.010], [0.003, 0.028, -0.026], [-0.041, -0.027, 0.009], [0.011, 0.033, 0.006], [0.026, 0.041, -0.017], [0.019, -0.018, 0.028], [-0.020, 0.023, -0.092], [0.000, -0.034, 0.160], [0.006, -0.009, -0.066], [0.001, 0.024, 0.042], [-0.011, -0.007, -0.028], [0.019, 0.018, -0.044], [-0.031, 0.141, -0.062], [-0.055, -0.204, 0.017], [-0.014, -0.013, 0.007], [-0.002, 0.001, 0.005], [-0.001, -0.001, -0.001], [0.004, -0.001, 0.003], [-0.003, -0.001, -0.004], [0.011, 0.014, -0.008], [-0.001, -0.001, 0.006], [-0.001, -0.005, 0.000], [0.003, 0.001, 0.000], [0.008, 0.000, 0.003], [-0.002, 0.011, -0.032], [-0.015, 0.012, 0.025], [0.000, -0.042, 0.004], [-0.004, 0.000, -0.012], [-0.027, -0.151, -0.038], [-0.058, 0.132, 0.114], [0.058, -0.018, -0.028], [-0.011, 0.005, 0.012], [-0.010, 0.034, 0.017], [0.020, -0.022, 0.015], [0.001, 0.000, -0.003], [-0.002, -0.003, 0.001], [-0.005, 0.005, -0.003], [-0.052, -0.057, -0.024], [-0.012, 0.004, 0.006], [0.000, 0.001, -0.002], [0.001, -0.001, -0.001]],
  "e_above_lowest_kcal_mol": 0.0,
  "largest_force_ev_per_a": 0.212,
  "charge": -2,
  "homo_ev": -1.7,
  "lumo_energy_ev": 4.663
}



{
  "formula": "C24H17N7O2Re",
  "method": "ωB97M-V/def2-TZVPD",
  "elements": ["Re", "C", "C", "C", "C", "N", "C", "N", "C", "N", "C", "N", "C", "C", "C", "C", "C", "N", "C", "C", "C", "C", "C", "C", "H", "H", "H", "H", "H", "H", "H", "H", "H", "H", "H", "H", "O", "N", "N", "O", "C", "C", "C", "C", "C", "C", "H", "H", "H", "H", "H"],
  "positions_angstrom": [[-0.005, 0.001, -0.008], [2.010, 2.034, -3.160], [2.020, 3.371, -2.758], [1.876, 3.641, -1.419], [1.556, 2.600, -0.530], [1.395, 1.312, -0.954], [1.723, 1.057, -2.232], [1.450, 2.935, 0.765], [0.743, 2.355, 1.655], [-0.174, 1.332, 1.401], [-0.944, 1.188, 2.556], [-2.034, 0.525, 2.625], [-2.568, -0.254, 1.673], [-3.966, -0.401, 1.702], [-4.585, -1.199, 0.769], [-3.778, -1.970, -0.069], [-2.411, -1.803, -0.024], [-1.794, -0.894, 0.749], [-0.394, 2.005, 3.614], [-0.749, 2.158, 4.939], [-0.002, 3.059, 5.689], [1.045, 3.784, 5.130], [1.399, 3.644, 3.792], [0.668, 2.740, 3.046], [2.210, 1.755, -4.181], [2.170, 4.164, -3.473], [1.960, 4.636, -1.010], [1.755, 0.018, -2.526], [-4.510, 0.159, 2.445], [-5.660, -1.253, 0.708], [-4.204, -2.683, -0.755], [-1.778, -2.427, -0.639], [-1.570, 1.603, 5.366], [-0.248, 3.206, 6.727], [1.592, 4.479, 5.745], [2.201, 4.213, 3.351], [-0.790, -0.369, -1.956], [-0.402, -1.414, -2.585], [0.432, -2.147, -1.974], [0.831, -1.793, -0.767], [0.942, -3.323, -2.542], [1.859, -4.086, -1.813], [2.369, -5.246, -2.361], [1.968, -5.648, -3.633], [1.053, -4.885, -4.358], [0.533, -3.722, -3.824], [2.154, -3.754, -0.831], [3.078, -5.839, -1.802], [2.370, -6.555, -4.055], [0.749, -5.208, -5.344], [-0.174, -3.120, -4.368]],
  "forces_ev_per_a": [[0.948, -2.788, -1.837], [-0.059, -0.424, 0.374], [-0.007, -0.040, 0.347], [-0.153, -0.299, -0.214], [0.190, 0.089, -0.535], [-0.663, 0.517, 0.907], [0.100, -0.051, -1.366], [-0.251, 0.021, 1.436], [1.331, 1.448, -1.092], [0.056, -1.143, -1.371], [-2.000, -0.860, 0.670], [0.915, 0.829, 0.833], [-0.416, -0.334, -0.212], [0.116, -0.119, -0.378], [0.252, 0.143, 0.227], [0.560, 0.004, 0.035], [-0.792, -0.672, -0.884], [0.231, 1.135, 0.427], [0.977, 0.577, -0.091], [0.023, 0.007, -0.142], [-0.142, -0.101, -0.069], [0.059, 0.041, -0.163], [-0.097, -0.080, -0.090], [-0.633, -0.537, 0.770], [0.087, -0.082, -0.059], [0.105, 0.087, -0.061], [0.013, 0.032, 0.038], [-0.092, 0.019, -0.024], [-0.005, 0.022, 0.051], [-0.122, -0.069, 0.058], [0.018, -0.129, -0.020], [-0.018, 0.072, -0.063], [-0.070, -0.048, 0.071], [-0.008, 0.026, 0.162], [0.078, 0.085, 0.114], [0.090, 0.063, -0.013], [0.800, -0.091, 1.379], [-0.147, -0.180, -0.509], [-0.937, 1.270, -0.109], [-0.843, 2.623, 1.819], [0.859, -1.871, -0.816], [-0.364, 0.574, 0.062], [-0.120, -0.097, -0.348], [-0.053, 0.210, 0.172], [0.177, -0.144, 0.147], [0.019, 0.325, 0.457], [0.108, -0.076, 0.104], [0.003, 0.012, 0.022], [0.008, -0.057, -0.059], [-0.033, 0.056, 0.011], [-0.095, 0.004, -0.171]],
  "largest_force_ev_per_a": 3.471,
  "charge": 2,
  "s2": 0.77,
  "homo_ev": [-14.6, -14.6],
  "spin_multiplicity": 2,
  "lumo_energy_ev": [-9.547, -9.044]
}



Q: Among the records above, which one has the lowest charge?
A: C24H17AuN2O3



Q: The lowest charge belongs to which entry?
A: C24H17AuN2O3